The following is a quantum chemistry calculation of a cluster of 2 separate species, C3H7O2S in total at a distorted geometry, from OMol25.

Atoms and positions in Å:
O  2.960  -1.092  1.262
C  1.870  -0.630  1.071
C  0.926  -1.414  0.147
C  -0.519  -1.029  -0.001
S  -0.765  0.850  0.121
H  1.560  0.360  1.433
H  0.886  -2.313  0.788
H  1.391  -1.564  -0.827
H  -1.166  -1.463  0.767
H  -1.057  -1.293  -0.909
H  -1.633  2.557  -1.357
H  -2.065  3.863  -0.954
O  -2.389  3.169  -1.542

As for the HOMO-LUMO gap: 6.814 eV. The LUMO energy is 3.891 eV. For the calculated total energy, the calculation gives -667.186133 Eh. For the relative energy (zero: lowest compared OMol25 entry of this formula, charge and spin), the calculation gives 150.0 kJ/mol. As for the multiplicity: 1. As for the total charge: -1. The molecular weight comes out at 107.15 g mol⁻¹.